Computed, not measured: a cluster of 16 separate species, C82H208N12O30 in total, with wB97M-V/def2-TZVPD.

- Net charge: 0
- Frontier orbital gap: 8.432 eV
- HOMO energy: -8.05 eV

XYZ file:
```
332
Properties=species:S:1:pos:R:3:forces:R:3:mulliken_charge:R:1
C 2.087077 3.437328 -7.034328 -0.422 1.185 -0.460 -1.125
C 1.070369 2.380336 -7.364295 -0.668 -1.065 0.204 1.091
O 0.108089 2.850955 -8.309197 -0.006 -0.276 -0.359 -0.681
O 1.679740 4.327290 -6.022587 0.294 0.033 1.130 0.025
H 2.372584 4.034456 -7.920779 -0.315 -0.453 -0.075 0.329
H 3.000365 2.994494 -6.710640 0.694 -0.651 0.423 0.466
H 0.468959 2.037091 -6.491227 0.853 0.339 -0.075 -0.646
H 1.646770 1.487546 -7.701373 -0.536 0.444 -0.362 0.225
H -0.565279 2.147920 -8.431821 0.519 0.408 0.281 0.358
H 1.294861 5.141081 -6.385527 -0.432 0.031 -0.422 -0.077
C -0.523774 -1.714981 -6.376665 0.465 -1.078 0.415 2.199
C -1.548102 -0.695680 -6.786485 0.718 -0.034 1.078 -0.235
O -1.194457 0.091557 -7.900859 0.633 -0.660 -1.254 -0.416
O -0.383145 -2.782841 -7.303538 -0.150 0.485 -0.351 -0.802
H -0.758959 -2.141724 -5.375645 -0.320 0.385 -0.368 -0.797
H 0.405644 -1.166546 -6.218891 0.401 -0.016 -0.193 -0.763
H -1.517709 -0.032281 -5.936336 -0.439 0.572 0.357 -0.164
H -2.527172 -1.122754 -6.851399 -0.737 -0.327 -0.397 0.323
H -0.811822 -0.513047 -8.577503 -0.482 0.535 0.590 0.362
H 0.336773 -3.393089 -7.030606 -0.102 0.194 0.115 0.571
C 4.180149 6.838838 -3.723199 0.011 -1.943 0.715 -1.655
C 3.133385 6.054360 -2.925038 -1.095 1.476 0.615 0.476
C 1.758999 6.702695 -2.962263 -0.332 -0.858 1.336 0.166
O 2.921403 4.735709 -3.267200 0.759 -1.582 -0.527 -0.089
H 3.968759 7.052415 -4.770649 -0.377 0.062 0.112 0.160
H 4.970977 6.067354 -3.679941 0.595 1.098 -0.210 0.415
H 4.331864 7.727398 -3.118201 0.659 0.193 -0.349 0.434
H 3.497470 6.005490 -1.879092 -0.047 0.297 -0.484 0.456
H 1.364629 6.501334 -3.961686 -0.205 0.554 0.110 -0.458
H 1.779648 7.740310 -2.664293 -0.117 0.484 -0.353 0.544
H 1.128481 6.168051 -2.195913 0.338 0.450 -0.870 -0.407
H 2.557279 4.686397 -4.158381 -0.176 -0.136 -0.394 0.093
C -1.754161 0.984910 6.937071 0.364 0.472 1.170 -1.409
C -1.743892 -0.303679 6.194334 -0.560 0.166 -2.014 0.881
C -2.854032 -0.204071 5.093556 1.029 -1.737 -1.341 -0.266
O -0.432662 -0.530505 5.617999 -0.747 0.096 0.207 0.120
H -1.777744 1.867429 6.258269 0.143 -0.567 0.534 0.108
H -0.904545 1.013021 7.637588 -0.064 0.298 -0.412 0.288
H -2.633154 0.974850 7.596582 -0.029 0.304 -0.343 0.470
H -2.038112 -1.136320 6.804668 0.195 -0.439 0.726 0.451
H -3.840106 0.112573 5.443503 0.259 0.043 0.200 0.591
H -2.966772 -1.240745 4.620160 -0.008 1.329 0.526 -0.393
H -2.508373 0.446370 4.257451 -0.310 -0.158 0.672 -0.364
H -0.248825 -1.481382 5.524050 -0.215 0.178 0.248 -0.387
C -2.921862 -9.248501 2.987217 -0.227 0.902 1.095 -0.944
O -2.770818 -7.842289 2.880480 -0.746 -0.213 0.354 -0.365
C -1.445154 -7.427845 3.007986 0.135 -0.861 -1.641 0.249
C -0.639219 -7.974271 1.842543 0.413 -1.174 -1.385 -0.455
N 0.591945 -7.259995 1.692639 0.976 1.258 0.344 -0.141
C 0.455611 -6.076940 0.827629 0.232 -0.793 -0.141 -0.075
C 1.512631 -5.013525 1.099397 -0.829 -0.450 0.326 1.342
O 2.775231 -5.608989 0.831552 0.165 0.498 0.330 -0.621
C 3.806682 -4.758515 1.328339 0.539 -1.016 -0.924 -0.627
H -2.168389 -9.636501 3.654045 0.414 -0.398 0.217 0.399
H -2.915183 -9.767354 2.064122 0.299 -0.364 -1.192 0.300
H -3.874340 -9.434102 3.447107 -0.574 -0.051 0.234 0.281
H -0.959470 -7.726807 3.910649 0.144 -0.380 1.067 0.450
H -1.428757 -6.369945 2.956552 -0.120 1.207 0.006 -0.470
H -1.203426 -7.830445 0.870700 -0.057 -0.535 1.002 0.057
H -0.406007 -9.080033 1.958430 -0.461 1.221 -0.079 0.467
H 1.444764 -7.787220 1.539950 -0.470 0.105 -0.168 0.315
H -0.590045 -5.756379 0.916227 0.387 0.553 0.325 -0.453
H 0.534017 -6.363127 -0.226303 0.155 -0.052 -0.285 0.253
H 1.426845 -4.693834 2.155901 0.262 -0.157 -0.234 -0.325
H 1.334974 -4.123870 0.474538 0.163 -0.106 -0.080 -0.406
H 3.788638 -4.741806 2.415697 0.025 0.353 0.118 0.387
H 3.722152 -3.806951 0.843377 -0.356 1.124 0.243 -0.033
H 4.796828 -5.092898 0.965295 -0.529 -0.474 0.350 0.371
C -1.083557 5.945868 0.794565 -0.991 -0.013 -0.902 -0.528
O -2.478211 5.587374 0.962983 1.988 0.675 0.758 -0.539
C -2.921757 4.460566 0.297311 -1.109 -1.828 0.396 3.101
C -4.474278 4.399408 0.682004 1.994 -1.742 -0.823 -1.107
N -4.722532 4.396572 2.098263 0.360 -0.264 1.132 -0.369
C -4.255544 3.176421 2.813722 -1.798 0.095 -0.927 0.047
C -5.176355 2.044976 2.259655 0.736 0.308 1.061 -1.375
O -4.530934 1.372656 1.204341 -0.589 -0.733 -0.555 0.446
C -5.324057 0.265203 0.734485 1.174 0.631 -1.290 -0.725
H -0.972944 6.455640 -0.177148 0.066 -0.200 0.090 0.210
H -0.366779 5.114763 0.824371 -0.407 -0.150 0.204 0.030
H -0.836680 6.674643 1.549375 -0.007 0.086 0.410 0.446
H -2.377642 3.468588 0.543559 -0.612 1.447 0.222 -0.747
H -2.791288 4.537668 -0.774918 -0.196 0.217 -0.520 -1.433
H -4.882972 3.488802 0.173222 0.104 0.840 0.503 -0.112
H -4.908692 5.278499 0.283102 -0.575 0.853 -0.570 0.669
H -4.362811 5.254088 2.501044 0.178 -0.176 0.011 0.364
H -4.397022 3.256676 3.931695 0.175 0.170 -1.295 0.359
H -3.239729 2.852922 2.567777 0.239 0.234 0.225 -0.071
H -6.166942 2.431587 1.963092 0.347 -0.013 0.124 0.283
H -5.269666 1.348173 3.081313 -0.513 -0.568 0.323 0.642
H -4.614110 -0.377406 0.172659 -0.448 0.327 0.141 0.012
H -6.132597 0.595411 0.021741 0.554 -0.250 0.884 0.145
H -5.682256 -0.325464 1.560159 -0.506 -0.135 0.408 0.441
C -4.526598 1.323020 -3.470391 0.408 1.037 0.935 -0.228
O -5.083435 2.516968 -2.755146 1.439 -2.185 -1.118 0.312
C -6.454222 2.561724 -2.988101 -0.984 -1.583 -0.644 -1.042
C -6.758730 3.127234 -4.358013 0.084 -0.204 -0.113 -0.216
N -6.157306 4.456790 -4.369220 0.569 0.650 -0.819 -0.317
C -5.651711 4.938714 -5.674055 0.932 -0.377 0.504 -1.457
C -4.388027 4.195880 -6.243149 -0.484 0.632 0.071 0.884
O -4.644046 2.779758 -6.289376 -1.382 1.690 -0.259 -0.329
C -3.617113 2.135107 -6.915868 1.255 0.237 -1.099 -0.495
H -3.456003 1.541414 -3.681580 -0.691 -0.170 0.301 -0.590
H -5.018810 1.140008 -4.442771 0.058 0.153 0.647 0.412
H -4.629089 0.451756 -2.779877 0.071 0.497 -0.563 0.251
H -6.847434 3.217798 -2.252437 -0.625 0.522 0.849 0.335
H -6.928267 1.525656 -2.904873 0.459 1.127 0.158 0.310
H -7.851872 3.139055 -4.487354 0.183 0.300 -0.027 0.423
H -6.337902 2.468483 -5.133863 -0.326 0.275 0.288 0.179
H -5.364095 4.438127 -3.723297 -0.287 0.020 -0.251 0.190
H -5.504078 6.042081 -5.639816 0.363 -0.763 0.149 0.312
H -6.394443 4.807191 -6.424426 -0.997 -0.264 -0.498 0.540
H -3.468689 4.403112 -5.645175 -0.729 -0.251 -0.314 -0.528
H -4.219574 4.579112 -7.293485 -0.031 -0.348 0.818 0.496
H -3.773748 1.074530 -6.905204 -0.395 -0.533 -0.415 0.446
H -2.781029 2.301068 -6.290363 1.767 -0.002 0.533 0.038
H -3.331462 2.541331 -7.940761 -0.683 -0.562 0.872 0.171
C 1.099017 1.991857 4.268999 -0.235 -1.676 0.819 1.116
O 1.351210 2.949361 5.279676 -0.879 0.546 -0.579 -0.478
C 0.724032 4.153654 4.822287 -0.554 -1.077 -1.109 0.137
C 0.448691 5.057478 5.926959 -0.394 -0.069 2.370 -0.891
N 1.619735 5.531135 6.604300 1.460 -0.357 0.147 -0.223
C 1.271715 6.493367 7.605789 0.540 1.482 1.056 -0.759
C 2.509659 7.271742 8.218279 -1.099 -1.126 -0.517 -0.426
O 1.970176 8.384387 8.950813 -0.017 -1.037 -1.022 -0.295
C 2.910141 8.907392 9.801607 0.159 0.592 2.281 -0.807
H 1.583044 2.276046 3.344548 -0.248 0.227 -0.578 -0.239
H -0.004537 1.740087 4.171296 1.144 0.619 -0.144 -0.267
H 1.551932 1.043702 4.589236 -0.033 0.249 0.026 -0.332
H -0.240588 3.906087 4.330538 0.238 -0.038 0.292 0.098
H 1.313524 4.590965 4.029529 0.534 0.373 -0.210 0.215
H -0.245859 4.548025 6.660249 0.302 0.255 -0.605 0.225
H -0.006898 5.981538 5.659555 -0.963 0.411 -0.966 0.452
H 2.189780 4.751874 6.964547 -0.484 0.584 -0.113 0.233
H 0.751792 6.054617 8.477900 0.040 -0.023 -0.096 0.232
H 0.542634 7.236437 7.210215 0.636 -0.386 -0.063 0.382
H 3.277002 7.597176 7.485813 -0.656 0.022 0.073 0.370
H 3.007636 6.481339 8.830447 -0.093 0.889 0.314 0.279
H 2.667836 9.887512 10.238609 -0.530 -0.146 -0.661 0.266
H 3.881887 8.995315 9.404153 1.286 0.204 -1.111 0.338
H 3.060059 8.290022 10.685956 -0.138 -0.516 0.265 0.319
C -2.024736 -0.208322 10.950932 0.396 0.971 -1.258 -0.797
O -1.193356 -0.959230 10.044658 -0.376 0.479 0.848 -0.183
C -0.041692 -1.465473 10.713705 0.428 0.841 -1.210 -0.741
C 1.032887 -1.843430 9.699587 -0.839 -0.279 -0.857 -0.441
N 0.755680 -2.932487 8.728665 0.511 1.032 0.314 -0.570
C 1.816689 -2.931238 7.679520 -0.463 0.110 1.882 -0.034
C 1.381171 -3.888752 6.675178 -0.073 -1.184 -0.617 -0.971
O 0.276977 -3.338178 5.950794 0.284 -0.390 -0.482 0.000
C -0.337657 -4.220919 5.019941 0.422 -0.544 -0.970 -1.048
H -1.445446 0.501054 11.579738 -0.145 -0.563 -0.263 0.338
H -2.718831 -0.772394 11.534381 0.038 -1.053 0.772 0.323
H -2.706095 0.388099 10.342514 0.280 0.178 -0.290 0.195
H -0.367527 -2.191337 11.420291 0.125 -0.931 0.655 0.413
H 0.478456 -0.632038 11.195200 -0.326 0.071 0.661 0.408
H 1.960450 -2.045465 10.241494 -0.010 -0.016 -0.143 0.347
H 1.118483 -0.926343 9.101489 0.526 0.221 0.247 0.228
H -0.076288 -2.636815 8.216144 -0.096 -0.194 0.287 0.282
H 2.764849 -3.287555 8.113157 -0.238 0.272 -0.086 0.241
H 1.956616 -1.964415 7.209712 0.192 0.560 0.031 0.169
H 1.083565 -4.781231 7.223144 -0.383 -0.317 -0.148 0.394
H 2.273832 -4.177083 6.116237 -0.310 0.113 -1.037 0.384
H 0.385554 -4.628081 4.263419 -0.157 0.319 0.689 0.230
H -1.063066 -3.660909 4.390776 0.161 -0.269 0.782 0.182
H -0.782310 -5.115265 5.507034 -0.024 0.654 -0.094 0.484
C -4.005275 -3.716360 3.257522 -1.187 -1.350 -0.470 -0.946
O -2.930954 -3.638625 2.376209 1.388 0.381 -0.615 0.825
C -3.015578 -4.023423 1.009912 -0.194 0.398 -0.878 -1.445
C -1.893544 -3.278420 0.104405 -1.358 -2.376 1.068 -0.392
N -1.882941 -3.949458 -1.204592 0.461 0.170 1.683 1.184
C -1.336115 -3.162685 -2.269701 -0.843 -1.649 -1.371 -0.945
C 0.108548 -2.901272 -2.351189 1.148 -0.795 -1.397 1.281
O 0.794565 -4.154633 -2.449161 -0.484 0.389 0.670 0.038
C 2.196302 -4.010110 -2.428309 -0.013 0.637 0.914 -0.078
H -3.669908 -3.271604 4.180781 0.096 -0.166 0.416 0.221
H -4.399594 -4.775335 3.412380 0.715 1.039 -0.038 0.195
H -4.868759 -3.138269 2.925495 -0.112 0.214 -0.268 0.261
H -4.016478 -3.787990 0.563478 0.640 0.057 0.389 0.347
H -2.925665 -5.119908 0.911946 0.231 0.149 0.067 0.003
H -0.931838 -3.263614 0.662147 -0.435 0.153 -0.397 -0.665
H -2.277336 -2.320246 -0.115466 0.027 1.462 0.269 1.044
H -1.397591 -4.829790 -1.135345 0.053 -0.364 -0.137 0.012
H -1.878676 -2.250736 -2.331884 -0.497 0.846 -0.123 -0.056
H -1.546794 -3.782815 -3.162790 -0.171 0.519 -0.088 0.120
H 0.470326 -2.342538 -1.532406 0.578 0.696 1.218 -0.025
H 0.334955 -2.345628 -3.283130 -0.186 0.177 0.304 -0.360
H 2.546745 -3.168897 -1.732183 -0.471 -1.050 -0.816 -0.408
H 2.539757 -3.834597 -3.432321 0.521 0.374 -0.435 -0.048
H 2.586287 -4.962257 -2.098915 0.325 -0.129 0.184 0.361
C 4.945383 -6.617153 -4.200891 0.696 -0.469 -0.119 -0.910
O 3.698246 -6.046758 -4.389219 -1.331 -0.340 -0.490 0.092
C 3.193215 -6.429531 -5.659718 0.894 0.714 -0.550 -0.985
C 1.862628 -5.793735 -5.931322 -0.524 0.185 -0.723 -0.242
N 1.826832 -4.304847 -6.245799 -0.454 -0.963 1.499 -0.316
C 3.076898 -3.819382 -6.809158 -0.908 0.618 -0.294 -0.611
C 3.090185 -2.318013 -7.017294 0.802 1.109 1.118 -0.733
O 3.057283 -1.668041 -5.706769 -0.178 -0.434 -1.372 -0.218
C 3.093820 -0.264855 -5.915799 -0.549 -0.226 3.261 -0.452
H 5.024011 -7.699917 -4.440203 -0.434 0.387 0.093 0.336
H 5.219493 -6.489239 -3.164728 0.273 0.195 0.211 0.186
H 5.602880 -6.097373 -4.884705 0.908 0.061 0.027 0.346
H 3.030837 -7.505817 -5.687737 0.164 -0.272 -0.024 0.505
H 3.939976 -6.150850 -6.463295 -0.542 -0.508 0.705 0.502
H 1.258525 -6.105375 -5.056407 -0.201 0.874 -0.500 -0.130
H 1.464250 -6.332103 -6.819607 0.053 0.368 0.472 0.503
H 1.681141 -3.819091 -5.356005 0.085 -0.143 -0.230 -0.094
H 3.138900 -4.227566 -7.797286 0.437 -0.572 -0.667 0.404
H 3.905581 -4.142506 -6.192397 0.549 0.312 -0.029 0.389
H 2.316600 -1.844590 -7.663288 0.002 -0.875 0.351 0.348
H 4.063114 -2.011551 -7.467999 -0.414 -0.440 0.061 0.525
H 3.684159 -0.031669 -6.747889 1.149 0.585 -1.197 0.632
H 3.525844 0.153201 -4.943109 -0.541 -0.179 -1.470 0.034
H 2.084559 0.133577 -6.064651 0.064 0.031 0.031 -0.225
C 3.647043 3.622603 1.559059 0.277 0.588 1.514 -0.630
O 2.338655 3.721546 1.078392 -0.246 0.166 -0.454 -0.113
C 2.352077 3.781177 -0.336362 0.101 -1.071 -0.943 -0.069
C 2.829814 2.409925 -0.980818 -0.366 0.837 1.150 -0.773
N 2.034793 1.260405 -0.552793 -0.011 0.259 -0.966 2.353
C 2.553258 -0.032548 -1.010435 -0.018 1.296 -0.883 0.791
C 3.944145 -0.367626 -0.587135 1.651 0.088 0.586 -1.310
O 3.992062 -0.525117 0.863215 1.291 -0.506 -1.581 0.494
C 5.336180 -0.788349 1.319723 -0.565 -0.086 0.018 -0.522
H 4.296533 4.193003 0.855336 0.163 -0.616 0.774 0.388
H 3.923603 2.573675 1.730285 0.364 0.068 -0.544 0.012
H 3.674971 4.070046 2.593230 0.013 -0.104 -1.038 0.248
H 3.118574 4.528484 -0.700975 -1.062 -0.480 0.425 -0.134
H 1.311029 4.053190 -0.612173 0.744 -0.166 -0.209 -0.430
H 3.863861 2.289275 -0.655896 0.336 0.155 0.001 0.470
H 2.876873 2.530488 -2.060474 -0.331 -0.091 -0.151 0.333
H 1.873643 1.283206 0.439338 0.028 -0.152 0.421 -0.923
H 2.619678 0.014943 -2.128007 -0.357 -0.117 0.594 -0.480
H 1.848540 -0.812461 -0.735777 0.158 -0.269 0.126 -0.419
H 4.670507 0.481085 -0.819029 -0.847 -1.050 -0.074 0.390
H 4.280747 -1.278895 -1.192831 -0.188 0.792 1.156 0.419
H 6.032037 0.070239 1.291158 -0.409 -0.104 -0.591 0.342
H 5.815502 -1.696234 0.885978 -0.448 0.613 -0.130 0.331
H 5.192062 -0.975713 2.359286 0.024 -0.269 0.765 -0.460
C 0.274656 2.070775 -3.734486 0.403 1.314 0.506 0.733
O -0.973295 1.447851 -3.698227 -0.520 -0.223 -0.025 0.267
C -1.022631 0.476154 -2.642891 -0.198 0.284 -2.165 0.711
C -1.283187 1.055947 -1.322498 -0.967 -1.089 3.095 0.053
N -0.779082 0.054094 -0.341124 0.614 -0.216 -0.956 1.621
C -1.101700 0.385776 1.032439 -0.104 0.683 0.568 0.035
C -0.530873 -0.560177 2.065859 -3.580 0.133 -0.315 0.614
O 0.798206 -0.559129 1.959298 3.337 -0.840 -0.357 0.408
C 1.480528 -1.522533 2.756635 -1.254 -0.121 0.824 0.989
H 1.026896 1.477941 -4.220610 0.412 -0.670 -0.664 -0.430
H 0.670475 2.194722 -2.715116 -0.164 0.444 -0.131 -0.282
H 0.218534 3.045871 -4.269433 -0.070 -0.655 0.487 -0.645
H -0.051770 0.000988 -2.606002 0.432 -0.458 -0.035 -0.167
H -1.756907 -0.261653 -2.994439 0.073 0.158 0.480 -0.445
H -2.337070 1.192254 -1.023044 -0.007 -0.088 -0.722 0.053
H -0.851425 2.017054 -1.113335 0.708 0.731 -0.429 -0.140
H 0.222632 -0.140429 -0.584737 -1.471 0.701 1.128 -1.609
H -2.197321 0.330751 1.135753 0.202 0.205 -0.033 -0.238
H -0.800310 1.392746 1.388884 0.035 0.193 -0.669 -0.214
H -1.085031 -1.486638 1.803771 0.935 -0.374 0.672 -1.070
H -0.833422 -0.224095 3.069970 -0.207 -0.202 -0.149 -0.042
H 1.003632 -2.537135 2.651717 0.114 0.910 0.386 -0.754
H 1.542588 -1.181447 3.835452 -0.272 -0.545 -1.011 -0.334
H 2.453407 -1.616324 2.354737 1.140 0.096 -0.360 -0.121
C -2.353176 5.558343 -3.119747 -0.936 -0.694 0.602 -0.602
O -2.429101 5.987811 -4.437988 0.968 0.538 -1.311 -0.553
C -1.273146 5.564628 -5.198367 -1.190 -0.821 -0.032 2.492
C -1.213252 6.326222 -6.525903 -0.880 1.208 0.946 -1.958
N -0.113598 5.940856 -7.393689 -0.855 -2.115 1.443 0.339
C 0.219577 6.834919 -8.408325 1.120 2.051 -1.185 -1.032
C 1.440599 7.705774 -8.015022 -2.456 0.724 0.333 -0.485
O 1.114439 8.473864 -6.842645 0.137 -1.126 -0.955 -0.175
C 1.986805 9.549777 -6.730188 -1.712 1.777 2.051 -0.930
H -1.500729 5.901662 -2.555015 0.817 0.334 -0.104 0.249
H -2.340022 4.449929 -3.084839 -0.242 0.277 0.211 0.064
H -3.217164 5.982916 -2.585383 0.042 -0.464 -0.256 0.440
H -1.336935 4.450081 -5.338330 -0.034 0.685 -0.258 -0.491
H -0.427144 5.693579 -4.573978 1.163 0.426 0.397 -0.627
H -1.141814 7.424183 -6.332074 0.337 -0.839 0.155 0.462
H -2.238203 6.258693 -6.933514 0.314 -0.387 -0.527 0.156
H -0.244750 5.003464 -7.782817 -0.249 0.226 0.278 0.106
H -0.637898 7.471651 -8.751341 0.646 -0.341 0.211 0.318
H 0.596494 6.267854 -9.251028 -0.194 -0.150 -0.493 0.375
H 1.631251 8.405842 -8.822784 0.379 0.038 -0.333 0.511
H 2.270463 7.071172 -7.803752 0.914 -0.514 0.060 0.283
H 1.725214 10.338238 -7.446295 0.555 -0.241 -0.529 0.367
H 3.031011 9.267119 -6.718078 0.336 0.063 -0.047 0.330
H 1.649142 10.047842 -5.763159 1.038 -0.643 -0.790 0.245
C -7.909279 -5.094174 -5.030191 0.594 -2.254 -0.177 -0.898
O -6.526823 -5.178542 -4.642753 -1.287 0.896 0.400 -0.287
C -6.150170 -3.977529 -3.980256 1.456 -0.940 2.298 -1.257
C -4.693818 -4.122785 -3.394372 0.006 0.092 -1.067 0.453
N -4.651922 -4.759234 -2.071077 -0.400 -0.301 -0.725 0.010
C -4.862027 -6.215371 -2.005128 -0.211 0.515 -1.856 -1.189
C -3.880093 -7.084642 -2.852921 -0.733 2.383 1.400 -0.554
O -2.578968 -6.776173 -2.338591 0.565 -0.001 -1.505 -0.098
C -1.644428 -6.938784 -3.419081 -0.544 -2.523 1.157 -0.927
H -8.254365 -4.152787 -5.323199 0.117 1.918 -0.694 0.379
H -8.652762 -5.393286 -4.287962 0.471 -0.341 0.580 0.319
H -8.008308 -5.776669 -5.877978 -0.117 0.081 0.063 0.259
H -6.806414 -3.684504 -3.129560 0.098 -0.708 -0.231 0.330
H -6.219636 -3.156190 -4.623069 0.159 1.289 -1.517 0.710
H -4.203794 -3.112790 -3.300826 -0.782 -0.752 0.115 -0.059
H -4.035828 -4.618083 -4.190162 -0.847 0.256 0.762 0.012
H -3.729146 -4.599542 -1.743094 1.061 0.411 0.651 -0.048
H -5.831412 -6.351290 -2.486205 -0.332 -0.526 0.530 0.484
H -4.838870 -6.509720 -0.967201 -0.152 -0.171 0.294 0.397
H -4.039150 -6.724029 -3.913440 0.478 -1.045 0.893 0.431
H -4.112544 -8.108509 -2.594663 -0.067 -0.575 -0.774 0.384
H -1.744136 -8.013028 -3.769083 0.278 1.045 0.032 0.455
H -0.629836 -6.804586 -3.088024 0.332 0.305 0.392 0.023
H -1.874244 -6.291364 -4.218953 -0.240 0.918 -1.049 0.452
C 5.316317 0.538323 4.901928 0.135 -0.592 1.776 -0.440
O 5.753857 -0.589308 5.690396 -0.158 0.490 -0.293 -0.415
C 5.518951 -1.820408 5.027049 0.124 0.489 -0.109 0.181
C 6.214571 -2.953699 5.703357 -0.550 -1.117 -0.187 -1.086
N 5.748492 -3.141457 7.059954 -0.475 -0.213 0.133 0.056
C 6.541420 -3.925922 8.009678 0.132 0.049 -1.389 -0.674
C 6.417932 -3.359459 9.387376 1.401 0.306 2.004 -0.567
O 6.613744 -1.945345 9.441699 -0.298 -0.780 -2.322 -0.332
C 7.049321 -1.487444 10.654664 0.238 0.846 0.226 -0.877
H 5.002826 1.371579 5.528044 0.542 -0.031 0.487 0.337
H 4.413701 0.322554 4.395243 -0.858 -0.586 -1.129 -0.052
H 6.127539 0.820436 4.279662 0.528 0.447 -0.956 0.347
H 5.904729 -1.851011 3.999040 -0.087 0.451 0.015 0.219
H 4.445269 -1.976026 5.005257 -0.430 -0.261 -0.158 0.198
H 7.283437 -2.826298 5.595544 0.665 0.247 0.332 0.446
H 5.989194 -3.823236 5.022282 0.039 0.293 0.825 0.203
H 5.448739 -2.260981 7.462278 0.368 -0.016 -0.083 0.275
H 7.620304 -3.891057 7.705298 -0.604 -0.105 0.273 0.338
H 6.211236 -5.000204 7.988821 0.368 0.828 0.203 0.255
H 7.194674 -3.832286 10.062022 -0.638 0.165 -0.759 0.485
H 5.485367 -3.468286 9.909953 -0.902 -0.872 -0.170 0.319
H 6.726560 -2.128927 11.455452 0.052 -0.253 0.658 0.404
H 6.630716 -0.504570 10.785103 -0.322 0.468 0.312 0.247
H 8.118584 -1.337726 10.616947 0.629 -0.305 0.436 0.263
```
Forces are in eV/Å.